[1]
Density functional theory data (ωB97M-V with the def2-TZVPD basis set) for C13H11FGdIO2PS as an isolated structure at a distorted geometry.

Geometry as XYZ:
```
31
Properties=species:S:1:pos:R:3
C 4.2190 -0.8575 0.0902
C 2.8886 -0.0413 -0.4288
F 3.1932 1.1670 -1.2426
C 1.7925 -1.0213 -1.2241
C 0.2816 -0.5694 -0.6671
C -0.5663 0.5529 -1.5298
C -2.0284 1.0267 -0.9582
C -2.5870 0.3438 0.4627
C -1.7305 -0.7749 1.3119
I -2.4521 -1.6542 3.2237
C -0.2394 -1.2627 0.7481
P 0.8439 -2.5340 1.6860
S -0.0989 -4.2665 1.5915
C -4.0685 0.9008 1.0032
O -4.9875 0.1273 1.5966
C -4.3386 2.5220 0.6935
C -3.8263 3.1483 -0.5909
C -2.9977 2.1835 -1.6771
O -3.1340 2.3031 -3.0134
H 4.9787 -0.0363 0.5037
H 4.0134 -1.5801 1.0073
H 4.8074 -1.4152 -0.7826
H 2.3144 0.3316 0.5352
H 1.8962 -0.7280 -2.3655
H 1.9842 -2.1594 -1.0129
H -0.1306 1.0087 -2.5198
H 1.1120 -2.1577 3.0808
H 2.1643 -2.7333 1.0843
H -4.9040 3.2052 1.4889
H -4.0121 4.2940 -0.7395
Gd 5.6125 0.6771 -1.3552
```

The total charge is +3. Its spin multiplicity is 8. The value obtained for the LUMO energy (spin up / spin down) is -0.4251 / -0.4457 Eh. The value obtained for the HOMO-LUMO gap (spin up / spin down) is 0.184 / 0.163 Ha. The calculation puts the HOMO energy (spin up / spin down) at -0.60911 / -0.60901 Eh. The total energy is -69482.316 eV.

[2]
Density functional theory data (ωB97M-V with the def2-TZVPD basis set) for C13H11N2O4Os as an isolated structure at a distorted geometry.

Geometry as XYZ:
```
31
Properties=species:S:1:pos:R:3
Os 0.6735 0.0279 0.6751
O 0.8007 3.3753 2.9973
C 0.5122 2.3252 2.2367
O 1.3866 1.7294 1.5109
C -0.8480 1.8448 2.3364
C -1.9582 2.3403 2.9930
C -3.1118 1.5444 3.0153
C -3.1909 0.3459 2.3067
C -2.1149 -0.0250 1.5398
N -0.9290 0.6823 1.5695
C -1.9080 -1.2036 0.7001
O -2.7900 -1.9996 0.3919
O -0.5953 -1.3223 0.2326
H 1.7471 3.6094 2.8424
H -1.9351 3.2981 3.5046
H -3.9400 1.9346 3.5363
H -4.0608 -0.3078 2.3298
N 2.3828 -0.4319 -0.4523
C 1.8502 -1.0096 -1.7209
C 1.5733 -0.0662 -2.7234
C 0.9586 -0.5938 -3.8386
C 0.7962 -1.9781 -4.0224
C 1.2833 -2.8705 -3.0689
C 1.7773 -2.3741 -1.8862
H 3.0441 -1.0573 -0.0435
H 2.9420 0.4096 -0.6886
H 1.6918 0.9948 -2.5137
H 0.5235 0.1245 -4.5628
H 0.2918 -2.4111 -4.8918
H 1.1909 -3.9346 -3.3007
H 1.9563 -3.0010 -1.0043
```

The total charge is +3. Its spin multiplicity is 5. The value obtained for the LUMO energy (spin up / spin down) is -0.4385 / -0.5336 Eh. The value obtained for the HOMO-LUMO gap (spin up / spin down) is 0.326 / 0.214 Ha. The calculation puts the relative energy (zero: lowest compared OMol25 entry of this formula, charge and spin) at 0.0 kcal per mole. The calculation puts the HOMO energy (spin up / spin down) at -0.76472 / -0.74712 Eh. The total energy is -27264.272 eV.

[3]
Density functional theory data (ωB97M-V with the def2-TZVPD basis set) for one molecule with the formula C13H11N5O6 at a distorted geometry.

Geometry as XYZ:
```
35
Properties=species:S:1:pos:R:3
O -2.3936 0.8381 -2.4429
O 2.8121 2.0905 1.5511
O 3.0277 0.3235 -4.4147
O 1.0711 -0.4357 -4.8818
N 0.0066 1.9470 -1.6161
O -0.4395 -1.7772 5.5677
O 1.5572 -0.5171 5.7334
C -1.3639 0.5489 -3.0278
C 1.7506 2.2047 0.9367
C -0.0540 1.1552 -2.6664
C 2.1296 1.6813 -2.2906
C 1.3102 0.9703 -3.1323
C -1.0889 -0.9662 3.3139
C -0.7377 -0.1114 2.2773
C 1.2147 0.5849 3.5317
C -0.2559 -1.0354 4.4702
C 0.8844 -0.2664 4.5680
C 0.4126 0.6540 2.3559
N -1.5200 -0.3619 -4.0458
N 0.6251 1.4908 1.2651
N 1.2927 2.2905 -1.4150
N 1.8493 0.2339 -4.2035
C 0.7351 -1.5615 6.3579
C 1.6806 3.1402 -0.2746
H 3.2566 1.7607 -2.3202
H -1.9861 -1.5721 3.2978
H -1.3423 -0.0395 1.3820
H 2.1332 1.1294 3.6750
H -0.7279 -0.5917 -4.6834
H -2.4660 -0.6593 -4.2873
H -0.1531 1.5768 0.6074
H 0.4266 -1.2942 7.3624
H 1.3269 -2.4857 6.4738
H 2.6357 3.6617 -0.4231
H 0.9114 3.9141 -0.0809
```

The total charge is 0. Its SMILES is NC(=O)c1nn(CC(=O)Nc2ccc3c(c2)OCO3)cc1[N+](=O)[O-]. The value obtained for the LUMO energy is -0.0335 Eh. The value obtained for the HOMO-LUMO gap is 0.257 Ha. The calculation puts the relative energy (zero: lowest compared OMol25 entry of this formula, charge and spin) at 0.0 kcal per mole. The calculation puts the HOMO energy at -0.29059 Eh. The total energy is -33391.326 eV.

[4]
Density functional theory data (ωB97M-V with the def2-TZVPD basis set) for one molecule with the formula C13H11NO2S at a distorted geometry.

Geometry as XYZ:
```
28
Properties=species:S:1:pos:R:3
O 1.5705 -1.3302 1.0987
C 1.3398 -0.4148 0.3465
C 0.1633 0.4575 0.3865
C -0.7620 0.3042 1.3430
C -1.9711 1.0806 1.5259
C -2.4130 2.0245 0.5945
C -3.5722 2.7412 0.8158
C -4.3129 2.5359 1.9696
C -3.8891 1.6024 2.9018
C -2.7333 0.8795 2.6807
H -2.4051 0.1517 3.4088
H -4.4639 1.4379 3.8013
H -5.2181 3.0997 2.1393
H -3.9035 3.4646 0.0854
H -1.8502 2.1891 -0.3110
H -0.5867 -0.4790 2.0719
H 0.1148 1.2089 -0.3850
O 2.1644 -0.0494 -0.6584
C 3.3441 -0.8278 -0.8454
C 3.1761 -1.7943 -1.9664
C 3.8039 -1.8096 -3.1768
N 3.4390 -2.8084 -4.0101
C 2.5431 -3.5572 -3.4818
S 2.0534 -3.1111 -1.8781
H 2.1077 -4.4050 -3.9717
H 4.5507 -1.1067 -3.4980
H 3.5613 -1.3581 0.0910
H 4.1492 -0.1261 -1.0780
```

The total charge is 0. Its SMILES is O=C(/C=C/c1ccccc1)OCc1cncs1. The value obtained for the LUMO energy is -0.0064 Eh. The value obtained for the HOMO-LUMO gap is 0.325 Ha. The calculation puts the relative energy (zero: lowest compared OMol25 entry of this formula, charge and spin) at 25.1 kcal per mole. The calculation puts the HOMO energy at -0.33090 Eh. The total energy is -30079.517 eV.

[5]
Density functional theory data (ωB97M-V with the def2-TZVPD basis set) for C13H12AsBrF5N3RhS5 as an isolated structure at a distorted geometry.

Geometry as XYZ:
```
41
Properties=species:S:1:pos:R:3
Rh 0.5018 0.2022 -0.0242
S 2.0391 1.5792 -4.5422
As 0.6377 1.0466 -3.1072
S 0.8992 2.1549 -1.1462
S 1.0674 -0.8381 -1.9998
S -1.4313 1.0920 -3.6311
N -1.6110 0.5247 -0.4823
C -2.0810 1.6800 0.2902
C -1.6340 1.5094 1.7308
N -0.1752 1.3284 1.7415
H -1.6794 0.6990 -1.5083
H -2.1911 -0.2800 -0.2711
H -3.1670 1.7970 0.2341
H -1.6214 2.5654 -0.1473
H -2.0758 0.5978 2.1427
H -1.9569 2.3500 2.3513
H 0.1784 0.9995 2.6325
H 0.3209 2.1926 1.5387
Br 0.2782 -6.4113 1.0421
C -0.0061 -4.5489 0.9954
C 0.4130 -3.7633 2.0545
C 0.2179 -2.3989 1.9502
N -0.3677 -1.8032 0.9087
C -0.7794 -2.5922 -0.0923
C -0.6230 -3.9674 -0.0952
H 0.8988 -4.1895 2.9198
H 0.5456 -1.7438 2.7500
H -1.2223 -2.1081 -0.9521
H -0.9466 -4.5494 -0.9451
F 4.3884 -4.1068 4.1183
C 3.9936 -3.0710 3.3660
C 3.9794 -1.7902 3.8860
F 4.3675 -1.5835 5.1524
C 3.5524 -0.7340 3.1009
F 3.5410 0.4776 3.6756
C 3.1262 -0.8893 1.7812
S 2.6415 0.5085 0.8233
C 3.1730 -2.1940 1.2895
F 2.7824 -2.4615 0.0447
C 3.5871 -3.2666 2.0594
F 3.5817 -4.5061 1.5507
```

The total charge is -1. The value obtained for the LUMO energy is 0.0661 Eh. The value obtained for the HOMO-LUMO gap is 0.222 Ha. The calculation puts the relative energy (zero: lowest compared OMol25 entry of this formula, charge and spin) at 0.0 kcal per mole. The calculation puts the HOMO energy at -0.15615 Eh. The total energy is -219803.887 eV.

[6]
Density functional theory data (ωB97M-V with the def2-TZVPD basis set) for C13H12AsCl5F3NO6SSc as an isolated structure.

Geometry as XYZ:
```
43
Properties=species:S:1:pos:R:3
Sc -0.0890 0.1593 -0.4563
Cl -0.3811 5.8520 4.1443
C -0.4145 4.3373 3.3154
C -0.1932 3.1604 4.0342
C -0.2159 1.9356 3.4038
Cl 0.0396 0.4948 4.3236
C -0.4428 1.8278 2.0220
O -0.4614 0.6610 1.4254
C -0.6751 3.0321 1.3154
C -0.9596 3.0358 -0.0912
O -0.9673 2.0421 -0.8349
C -0.6630 4.2789 1.9682
H -0.0044 3.2061 5.0983
H -1.1885 4.0049 -0.5490
H -0.8449 5.1840 1.4035
C -3.6921 0.0728 1.1238
As -2.7052 -1.5097 0.7400
C -3.8720 -2.8379 0.0438
C -1.8734 -2.1958 2.3055
O -1.5447 -1.1816 -0.4637
H -4.6015 -0.2037 1.6569
H -3.9499 0.5529 0.1814
H -3.0899 0.7390 1.7358
H -4.5888 -3.1244 0.8126
H -3.2787 -3.7030 -0.2455
H -4.3972 -2.4509 -0.8265
H -2.6400 -2.3227 3.0704
H -1.1100 -1.5030 2.6512
H -1.4376 -3.1627 2.0594
F 4.3449 1.0616 0.9062
C 3.5391 0.0111 0.8963
F 4.2441 -1.1084 0.9815
F 2.7051 0.0864 1.9296
S 2.6126 -0.0136 -0.6906
O 1.7743 1.2166 -0.6670
O 3.5809 -0.1396 -1.7148
O 1.6232 -1.1212 -0.5395
Cl -0.4242 -1.4749 -6.0980
C 0.8479 -1.4652 -4.8699
Cl 1.2217 -3.0979 -4.3263
Cl 2.2850 -0.6377 -5.4376
C 0.3109 -0.7233 -3.7082
N -0.0989 -0.1513 -2.8073
```

The total charge is +1. The value obtained for the LUMO energy is -0.1367 Eh. The value obtained for the HOMO-LUMO gap is 0.286 Ha. The calculation puts the relative energy (zero: lowest compared OMol25 entry of this formula, charge and spin) at 3.1 kcal per mole. The calculation puts the HOMO energy at -0.42301 Eh. The total energy is -190588.982 eV.